A molecular structure, C32H43Ge2NOS4Ti at a distorted geometry. Source: OMol25; level of theory: the ωB97M-V functional and the def2-TZVPD basis.

Structure (XYZ):
```
84
Properties=species:S:1:pos:R:3:forces:R:3
Ti -1.61374 -0.44987 1.69089 1.148 0.071 0.765
S -1.43004 -1.83358 3.61346 -0.058 0.026 -0.059
S -1.35374 0.17952 4.09557 0.379 -0.072 0.277
S -3.09087 0.86375 4.86595 -0.133 0.020 -0.046
S -1.38997 1.86725 1.22061 0.297 -0.113 -0.156
C -1.64662 -0.55358 -3.21364 -0.061 -0.038 0.065
C -2.34144 -0.24693 -1.88008 0.085 -0.265 0.007
Ge -1.46550 1.28055 -1.00986 -0.118 1.062 -0.255
C -2.69497 2.73938 -1.57302 -0.132 0.160 -0.097
C -2.75553 2.93700 -3.09450 -0.001 -0.027 0.096
C 0.30240 1.76904 -1.48219 0.243 -0.251 -0.005
C 1.36196 1.76582 -0.56684 -0.101 -0.081 -0.085
Ge 0.91820 1.24783 1.27967 0.615 1.233 -0.046
C 1.34495 2.82186 2.44721 -0.013 0.305 -0.158
C 1.24618 4.16809 1.71995 0.016 -0.068 0.121
C 1.73807 -0.12705 2.45971 0.107 -0.233 -0.232
C 3.27134 -0.20600 2.38923 -0.114 0.089 0.012
C 2.67925 2.18776 -0.91797 0.105 0.076 -0.147
C 2.99629 2.58748 -2.26103 0.163 -0.003 0.088
C 4.26621 3.01115 -2.61766 -0.093 -0.058 0.092
C 5.30609 3.08561 -1.68962 -0.086 -0.059 0.120
C 5.02058 2.71109 -0.36229 -0.004 0.007 -0.152
C 3.76614 2.27910 0.00326 -0.132 0.016 -0.251
H -2.21958 -1.28112 -3.79929 0.021 0.012 0.021
H -0.65372 -0.97666 -3.04328 -0.039 0.038 0.019
H -1.51420 0.33873 -3.83351 -0.007 -0.036 0.028
H -2.32215 -1.11432 -1.22833 -0.062 -0.092 -0.050
H -3.38655 0.04297 -2.02452 0.029 -0.048 -0.036
H -2.35179 3.65198 -1.07695 -0.021 -0.012 -0.073
H -3.69425 2.51394 -1.17689 0.061 0.036 -0.043
H -1.75810 3.13416 -3.50381 -0.077 -0.009 0.044
H -3.40028 3.77738 -3.38040 0.038 -0.044 0.013
H -3.14539 2.04515 -3.59860 0.028 0.070 0.050
H 0.49071 1.98139 -2.53506 -0.053 0.005 0.159
H 2.34776 2.69139 2.87317 -0.058 -0.012 -0.009
H 0.63778 2.78096 3.28261 0.041 -0.002 0.022
H 2.01907 4.25475 0.95239 -0.024 -0.014 0.026
H 1.34985 5.01782 2.40617 0.010 -0.033 -0.025
H 0.28195 4.26999 1.21448 0.015 -0.027 0.023
H 1.30928 -1.09908 2.23922 0.034 -0.073 0.055
H 1.42622 0.15191 3.46700 -0.026 -0.012 0.069
H 3.63448 -0.37281 1.37331 -0.050 0.003 0.012
H 3.62929 -1.03711 3.00687 -0.023 0.032 -0.007
H 3.74408 0.70498 2.76634 -0.019 -0.011 -0.013
H 2.22290 2.55314 -3.01851 0.117 0.037 0.017
H 4.45480 3.29302 -3.65053 -0.025 0.003 0.005
H 6.29410 3.42435 -1.97768 -0.008 -0.013 0.003
H 5.80233 2.76154 0.39077 -0.034 -0.008 -0.007
H 3.59049 2.00876 1.03097 0.006 -0.038 0.193
C -5.48012 -1.48887 1.13461 0.098 -0.116 -0.127
C -4.48912 -0.52489 1.76604 -0.058 -0.098 -0.424
C -5.01400 0.89499 1.74205 0.078 0.105 -0.163
O -3.25317 -0.61976 1.04461 -1.940 -0.216 -0.187
H -6.39954 -1.53411 1.72332 -0.012 0.013 -0.020
H -5.04686 -2.48982 1.07776 -0.033 0.000 0.031
H -5.71941 -1.16671 0.11675 -0.013 -0.016 0.029
H -4.32893 -0.81958 2.79943 0.176 -0.019 0.280
H -5.23360 1.18862 0.70928 -0.018 0.018 0.053
H -4.28038 1.58000 2.16209 0.028 0.020 0.048
H -5.92300 0.96920 2.34426 -0.007 -0.007 -0.041
N -0.32774 -0.83523 0.41974 -0.328 -1.318 0.353
C 0.23532 -1.97980 -0.00703 0.116 0.364 -0.223
C 1.64838 -1.94554 -0.51643 -0.119 -0.057 0.166
C 2.04918 -1.07609 -1.53033 0.023 0.022 -0.023
C 3.37889 -1.01251 -1.93548 -0.033 -0.050 0.028
C 4.33383 -1.82760 -1.34159 -0.072 0.022 0.030
C 3.94959 -2.70248 -0.33125 -0.091 0.016 -0.025
C 2.62396 -2.75195 0.07848 0.076 -0.054 0.017
C -0.44140 -3.26937 0.04970 -0.015 0.005 -0.081
C -1.69744 -3.42818 0.67638 0.042 0.045 -0.028
C -2.31140 -4.66367 0.79522 0.060 0.049 -0.067
C -1.72798 -5.80453 0.25533 0.032 0.032 -0.017
C -0.52269 -5.66631 -0.43389 -0.010 0.071 0.014
C 0.10229 -4.43706 -0.54080 -0.037 -0.034 0.022
H 1.31362 -0.41716 -1.97656 0.060 -0.028 0.020
H 3.66981 -0.29791 -2.69762 -0.025 -0.009 0.038
H 5.37318 -1.76138 -1.64212 -0.013 0.000 -0.014
H 4.68739 -3.33266 0.15228 0.001 0.006 0.028
H 2.33420 -3.41014 0.89131 0.009 -0.001 -0.033
H -2.22113 -2.56733 1.07292 -0.003 -0.356 -0.140
H -3.26159 -4.73065 1.31364 0.004 0.013 0.000
H -2.20517 -6.77289 0.35270 0.006 0.020 -0.014
H -0.06652 -6.53271 -0.90048 0.018 -0.003 0.001
H 1.02724 -4.36839 -1.09709 0.014 0.009 0.019
```
Positions in Å, forces in eV/Å.

Its spin multiplicity is 3. As for the total charge: -2. The HOMO energy (alpha / beta) is 0.6 / -1.9 eV. The strongest force on any atom is 0.0381 Eh/bohr. For the energy above the lowest of the compared OMol25 structures with the same formula, charge and spin, the calculation gives 0.0 kcal/mol. The value obtained for the total energy is -216910.80508 eV.

Here is what natural (NBO) gives for the atomic charges, in e: Ti 1.1830; S -0.3708; S 0.0177; S -0.6200; S -0.4841; C -0.6092; C -0.8374; Ge 1.6042; C -0.8643; C -0.6094; C -0.9039; C -0.5223; Ge 1.5864; C -0.8800; C -0.6140; C -0.8297; C -0.6093; C -0.0107; C -0.3086; C -0.2012; C -0.3502; C -0.2300; C -0.2620; H 0.1906; H 0.2172; H 0.1931; H 0.2506; H 0.2056; H 0.2168; H 0.2036; H 0.2022; H 0.1839; H 0.1907; H 0.2031; H 0.1993; H 0.2182; H 0.2136; H 0.1780; H 0.2085; H 0.2358; H 0.2265; H 0.2220; H 0.1951; H 0.1911; H 0.1910; H 0.1808; H 0.1820; H 0.1859; H 0.2003; C -0.6067; C 0.0824; C -0.6167; O -0.8095; H 0.1931; H 0.2098; H 0.1965; H 0.1986; H 0.1896; H 0.2473; H 0.1993; N -0.9181; C 0.1209; C -0.0612; C -0.2157; C -0.1578; C -0.2425; C -0.2423; C -0.2183; C -0.0138; C -0.2158; C -0.1992; C -0.2733; C -0.2317; C -0.2264; H 0.2454; H 0.2089; H 0.1951; H 0.1942; H 0.2131; H 0.2014; H 0.1996; H 0.1901; H 0.1906; H 0.2131

***

A molecular structure, C32H43N6O4PS3W at a distorted geometry. Source: OMol25; level of theory: the ωB97M-V functional and the def2-TZVPD basis.

Structure (XYZ):
```
90
Properties=species:S:1:pos:R:3:forces:R:3
W -0.09406 -0.53722 0.64694 1.250 -0.535 1.567
N 7.00695 -1.40317 4.44874 -0.070 0.015 0.000
C 5.70354 -1.26769 4.16135 0.098 0.006 -0.019
C 5.02768 -2.25384 3.40198 0.029 -0.064 -0.004
C 3.69718 -2.12019 3.11276 0.041 0.229 0.007
C 3.00458 -0.98699 3.57953 0.106 0.016 -0.074
C 3.65843 0.00972 4.33125 -0.102 -0.162 0.045
C 4.98884 -0.12647 4.60163 0.081 0.018 0.039
S 1.34803 -0.85872 3.28181 -0.203 0.067 0.011
O 0.92789 -1.96277 2.39613 -0.347 -0.199 -0.494
O 0.55132 -0.52880 4.41014 0.180 0.068 0.052
N 1.01864 0.28622 2.10045 -1.044 -0.235 -0.287
C 0.99683 1.67063 2.18881 0.133 -0.045 0.266
N 1.60424 2.34568 3.12842 -0.019 0.191 0.108
C 1.44908 3.67711 3.04655 0.067 -0.189 0.080
C 0.69969 4.27460 2.04432 -0.039 0.029 -0.034
C 0.11700 3.44128 1.10396 -0.154 0.124 -0.180
N 0.28361 2.12153 1.17510 -0.354 -0.059 -0.585
H 7.50346 -2.25042 4.23173 -0.004 -0.004 -0.006
H 7.47359 -0.74610 5.05116 0.000 -0.003 0.005
H 5.56672 -3.13655 3.07930 -0.006 0.020 0.023
H 3.17226 -2.88936 2.56134 0.014 0.017 0.013
H 3.10860 0.87063 4.68971 0.017 -0.043 -0.001
H 5.50216 0.62904 5.18323 -0.004 -0.019 -0.009
H 1.94076 4.26503 3.81216 -0.008 -0.001 -0.015
H 0.57752 5.34703 1.99155 0.014 -0.023 0.008
H -0.47860 3.82507 0.28362 0.000 -0.013 0.019
C 6.46580 0.70028 -2.02380 -0.007 -0.009 -0.002
C 6.03559 0.06721 -0.68689 0.020 0.019 -0.051
C 6.42084 0.99524 0.48030 -0.020 0.008 0.004
C 6.74605 -1.27506 -0.51088 -0.026 -0.020 -0.008
C 4.52827 -0.07999 -0.67590 0.060 -0.062 -0.013
C 3.69622 1.03534 -0.82100 0.045 0.075 -0.032
C 2.33596 0.90779 -0.70392 0.019 -0.009 -0.134
N 1.75389 -0.27917 -0.44912 -0.453 0.255 -0.484
C 2.52188 -1.38054 -0.43426 -0.024 -0.228 0.084
C 3.88861 -1.31400 -0.53413 0.205 -0.055 -0.033
C 1.74377 -2.62450 -0.31319 0.095 0.162 -0.085
C 2.27386 -3.88419 -0.38800 0.133 -0.207 -0.075
C 1.45270 -5.01643 -0.32241 0.071 -0.015 -0.007
C 0.07464 -4.77629 -0.25296 -0.009 -0.079 -0.035
C -0.40462 -3.49948 -0.18001 0.056 -0.011 -0.143
N 0.41434 -2.41812 -0.17166 -0.674 0.052 0.223
C 1.99056 -6.42968 -0.35233 -0.030 -0.011 -0.062
C 1.47032 -7.17017 0.89418 -0.008 0.004 0.005
C 3.51788 -6.46717 -0.36185 0.009 0.048 -0.002
C 1.45770 -7.11599 -1.62744 -0.019 0.020 0.014
H 7.55413 0.76781 -2.05040 -0.040 0.014 0.001
H 6.07013 1.70994 -2.14964 0.013 -0.050 0.005
H 6.14589 0.09284 -2.87340 0.021 0.026 0.038
H 7.50439 1.11526 0.49592 -0.019 0.003 0.009
H 6.10722 0.57397 1.44007 0.018 0.009 -0.028
H 5.98034 1.98854 0.37596 0.017 -0.028 0.007
H 7.82224 -1.10626 -0.47972 -0.027 -0.009 -0.005
H 6.55129 -1.95451 -1.34523 0.006 0.020 0.043
H 6.46293 -1.76464 0.42681 0.023 0.024 -0.041
H 4.10763 2.01339 -1.02933 0.003 -0.011 0.021
H 1.67811 1.75254 -0.81934 -0.048 0.069 0.047
H 4.46597 -2.22507 -0.50281 0.029 0.025 0.038
H 3.33957 -3.99662 -0.52005 -0.022 -0.029 0.040
H -0.63414 -5.59273 -0.24606 0.017 0.017 -0.030
H -1.46212 -3.30553 -0.14526 -0.071 0.023 0.088
H 1.78490 -6.67355 1.81502 -0.005 -0.023 -0.027
H 1.87972 -8.18050 0.89865 -0.017 0.018 0.002
H 0.38269 -7.25772 0.89957 0.040 0.004 0.004
H 3.94206 -6.00831 0.53615 -0.005 -0.016 -0.032
H 3.93649 -5.98143 -1.24722 -0.010 -0.025 0.024
H 3.84708 -7.50490 -0.38362 0.005 0.007 0.015
H 0.36685 -7.15156 -1.65001 0.049 -0.004 0.002
H 1.82241 -8.14330 -1.65221 -0.009 0.027 -0.001
H 1.80819 -6.60954 -2.52924 -0.011 -0.020 0.032
C -4.98987 -1.39227 -1.00334 0.108 0.043 0.048
C -5.50077 -0.62746 0.18780 0.079 -0.096 -0.081
O -4.42762 0.19848 0.83364 -0.417 -0.195 -0.202
P -2.91776 0.05895 0.92618 0.856 0.253 0.072
S -1.83431 0.23560 -0.83014 0.529 0.040 0.357
S -2.04084 -1.59107 1.75605 0.339 0.501 -0.342
O -2.36380 1.26142 1.75597 -0.534 0.151 0.023
C -2.52519 1.43502 3.22412 -0.017 0.079 0.112
C -3.90184 1.10717 3.73845 -0.004 -0.005 -0.078
H -5.80478 -1.99654 -1.40084 -0.032 0.016 -0.002
H -4.18225 -2.07645 -0.72604 -0.059 -0.001 -0.019
H -4.64779 -0.72529 -1.79490 -0.028 -0.024 -0.003
H -5.88470 -1.26814 0.97446 0.049 -0.020 0.095
H -6.25013 0.10790 -0.07847 -0.021 0.086 0.018
H -2.28714 2.48542 3.36318 0.029 0.026 0.010
H -1.75466 0.82152 3.68924 0.050 -0.075 0.003
H -4.66725 1.70473 3.24651 -0.005 0.009 0.012
H -3.92063 1.33659 4.80408 -0.007 -0.002 0.004
H -4.14353 0.04843 3.62963 0.009 0.003 0.025
```
Positions in Å, forces in eV/Å.

Its spin multiplicity is 2. As for the total charge: +3. The HOMO energy (alpha / beta) is -15.5 / -15.6 eV. The strongest force on any atom is 0.0403 Eh/bohr. For the energy above the lowest of the compared OMol25 structures with the same formula, charge and spin, the calculation gives 37.8 kcal/mol. The value obtained for the total energy is -94612.17790 eV.

Here is what Mulliken gives for the atomic charges, in e: W 0.2515; N -0.4671; C 0.9794; C -0.7829; C -0.4066; C -0.0470; C -0.6773; C -0.9144; S 1.2246; O -0.5933; O -0.6484; N -0.2956; C 0.9685; N -0.4002; C -0.4811; C -0.8215; C -0.3009; N -0.1441; H 0.2146; H 0.2141; H 0.4045; H 0.6531; H 0.5186; H 0.4177; H 0.5480; H 0.4993; H 0.5402; C -1.6752; C 2.0679; C -1.5161; C -1.9355; C 0.1960; C -0.8383; C -0.7062; N -0.0438; C 0.6078; C -0.3281; C 0.1951; C -0.0821; C 0.1525; C -1.0462; C -0.3485; N -0.2377; C 1.8740; C -1.5198; C -1.9598; C -1.5491; H 0.4787; H 0.3401; H 0.4030; H 0.4761; H 0.2608; H 0.3636; H 0.4581; H 0.4122; H 0.3090; H 0.5887; H 0.6795; H 0.5672; H 0.5518; H 0.5587; H 0.4183; H 0.3358; H 0.4743; H 0.3639; H 0.3895; H 0.4358; H 0.4315; H 0.3631; H 0.4615; H 0.3841; C -1.0813; C -0.0701; O -0.4529; P 1.0423; S -0.3549; S -0.1473; O -0.0830; C 0.0920; C -1.4003; H 0.4099; H 0.2577; H 0.3196; H 0.2903; H 0.3193; H 0.3442; H 0.1104; H 0.3417; H 0.4552; H 0.3416

***

- Which formula does entry 2 have?
  C32H43N6O4PS3W

***

- Number 1 is which compound?
  C32H43Ge2NOS4Ti

***

- Among the records above, which one has the highest spin multiplicity?
  C32H43Ge2NOS4Ti

***

- Number 2 is which compound?
  C32H43N6O4PS3W